The following is a quantum chemistry calculation of a 17-piece molecular cluster, C97H195N17O9 overall, from OMol25.

Geometry as XYZ:
```
318
Properties=species:S:1:pos:R:3
O -2.31459 -3.24067 7.51843
O -4.12043 -1.79567 -2.92131
O 1.32334 -7.67121 -0.51889
O 6.19988 1.54591 -2.50960
O 0.55340 3.12436 7.00063
O 7.82613 -0.31095 5.08220
O 1.30583 -1.42685 0.07522
O -4.84988 0.51357 -0.03466
O -2.98643 -0.46185 -6.45721
N -3.10185 0.94807 -6.86452
N -1.53251 5.50341 -3.27330
N -1.86013 -1.90741 7.44549
N 1.97722 -6.44999 -0.11781
N 2.18877 2.42542 -7.78320
N 6.49692 -0.53169 4.90001
N -5.95082 1.12615 0.67602
N -3.44854 6.81564 0.21213
N -4.49022 -2.58371 -4.12645
N 6.29256 2.22141 -3.77611
N 1.87114 5.79914 -4.56923
N 2.67201 4.50858 0.82069
N 1.00449 -0.03284 0.01485
N 1.08226 -4.17234 -4.89285
N 4.47260 -0.98014 0.52775
N 0.69984 4.19916 6.13298
N -4.40966 -2.85765 -0.12047
C -1.00450 -0.56330 -1.55720
C 0.23605 5.75537 -1.40918
C 0.06205 -5.78914 1.16984
C 4.19936 -0.23906 5.66902
C -0.27068 -0.31303 8.20682
C 1.11013 -0.03329 2.45494
C 1.53486 -6.06390 1.32880
C -5.48983 0.40682 -7.47236
C -6.98884 1.94880 -1.37243
C -3.52128 -3.57790 2.20926
C -0.98336 -0.75626 1.47938
C -2.22937 -3.18906 -4.46342
C 6.10018 -1.94026 -1.23912
C 3.76052 -4.92279 1.42242
C -0.10495 0.13885 6.79345
C 1.29032 0.01483 -2.29795
C 0.67823 5.29926 3.55138
C 1.10464 5.45319 -5.35734
C -1.05334 -2.07001 9.75882
C 2.29000 -4.76333 1.56604
C 4.78420 -1.90939 4.00226
C -0.41569 5.65261 4.50168
C 1.92214 2.73370 4.51904
C 5.93843 -0.72874 7.35451
C -0.93073 -2.42109 5.15311
C 6.20053 -1.86476 4.38787
C 4.96286 4.28896 -3.11606
C -0.16963 1.79503 -1.20527
C 3.11546 4.05452 6.22145
C 4.16163 -7.87355 0.18489
C -6.43425 -3.73858 -3.05899
C 5.99575 1.43064 6.09967
C 5.25401 3.60901 -5.44824
C -4.29497 1.46624 -4.62429
C 1.98832 5.17250 4.33964
C 3.87850 -1.63135 5.24331
C 0.87250 -3.87003 -2.26993
C -1.57437 4.92160 6.61118
C 3.94689 2.34382 0.19314
C -3.61181 0.37304 -9.08871
C -4.14770 1.09843 -7.85517
C 6.94293 1.91207 -6.08987
C -0.74962 5.61416 -2.41022
C 0.56234 -2.71494 7.98020
C -4.12181 1.42035 2.49716
C -4.18316 6.54203 -2.25554
C -1.02168 2.03889 -0.00317
C -5.48479 -4.61935 -5.92820
C 8.12874 0.73321 -4.23186
C -0.58794 4.51637 5.52030
C -6.30132 2.37599 -0.04842
C 5.07544 3.08986 -4.03485
C 0.75499 0.26725 -7.59714
C -1.25504 3.28560 4.78478
C -4.37728 2.62793 -8.15662
C -4.51695 3.46306 -6.89420
C 6.72993 1.20636 -4.74007
C -1.38948 -0.03480 5.95966
C 6.67075 -3.00815 5.27586
C 1.57429 1.45937 -7.74784
C 5.25496 -1.33508 -0.22493
C 1.02837 -4.06641 -3.73919
C -5.85448 -0.48571 2.57375
C 6.97703 -1.92683 3.05903
C 0.23173 0.31335 -1.22716
C -6.76422 3.20362 2.23796
C -3.66290 -4.78994 -3.16690
C -5.98941 -2.77565 -4.13970
C -5.64876 1.00887 2.15309
C 4.11587 -5.36341 -0.04124
C -3.13992 1.81404 -5.60345
C -1.86813 -1.51845 5.97747
C -3.27895 -1.55837 5.35306
C -4.04078 -4.31465 -5.73121
C -6.66150 -1.43193 -3.99437
C 0.20647 5.13936 -6.45833
C -1.83645 1.61081 -4.83919
C -3.27676 3.26270 -6.03535
C 5.67730 -0.04878 6.03742
C 3.44885 -6.61668 -0.46667
C -3.63900 -3.75690 -4.28130
C 3.74586 2.24588 -3.96754
C -5.06441 3.23229 -0.34524
C -6.37652 -3.45261 -5.51589
C -7.34140 3.00708 0.84485
C 1.91105 3.98616 5.30559
C 5.89545 -0.02638 -5.00299
C 0.21607 0.17492 1.24487
C -3.74991 6.66556 -0.90313
C -0.58839 -1.77604 8.31346
C 3.65736 -6.78107 -1.98937
C 5.76128 2.74064 -6.54672
C 3.23261 3.53851 0.54944
C -6.62683 1.90515 2.92208
C -3.94456 -3.09685 0.93270
C 1.75425 -7.07959 2.46990
C -0.34767 1.61377 1.24647
H -6.00754 0.92420 -6.71947
H -1.53723 -3.88466 -4.94383
H 1.51609 -1.02376 -2.32398
H 3.10140 3.25085 6.94327
H 0.67989 2.51356 -1.19904
H 8.73624 0.42620 -5.10492
H -0.25932 -5.03930 0.45749
H 4.14487 -3.96629 1.66585
H -3.91652 1.51241 3.60639
H 1.74841 -3.33645 -1.90550
H -8.30708 2.37696 0.85090
H -3.15245 -1.21761 4.32651
H -4.59121 3.81447 0.48348
H -5.14453 -0.30360 -0.50979
H -2.40820 3.39558 -6.67462
H -4.52487 -2.26505 -2.16431
H 2.24360 0.48988 -2.03901
H -5.44959 3.38893 -6.31905
H -5.12707 -1.22692 2.17230
H 6.76588 -2.78855 2.41346
H 3.76428 -8.73103 -0.30064
H 6.02168 3.43930 -7.30532
H -4.50044 4.49832 -7.15919
H 5.99155 4.72393 -3.10342
H -5.85121 3.80390 2.18853
H -5.76779 -5.51933 -5.30129
H 0.65270 6.15144 2.86156
H 4.97001 2.10972 -7.02433
H -1.83028 2.31355 -3.99296
H -0.58729 4.50107 -6.04034
H -6.30905 -2.71054 -6.31577
H -0.96774 1.79256 -5.51365
H -4.42304 0.33702 -9.83148
H 2.88343 2.94938 -3.89287
H 3.43815 -7.80285 -2.34693
H -3.72143 -3.46593 -6.34335
H 0.92312 0.29398 -3.27058
H 6.86732 1.93628 -1.94770
H 1.19871 -7.97680 2.19464
H 0.01763 -3.29092 -1.99357
H 1.69032 -8.39439 0.09017
H 3.73805 -4.51023 -0.69193
H -1.12712 5.90028 7.02029
H -6.29009 1.99954 3.89430
H 5.58118 -2.82706 -1.59794
H -6.32298 1.46276 -2.08217
H 6.79176 -1.01195 2.47120
H -1.05053 1.50832 2.12847
H 2.79224 -1.72783 5.11785
H -3.74024 -0.61473 -5.85494
H 1.88269 -4.05523 0.86027
H 8.64211 1.57990 -3.74303
H 0.03147 1.21297 6.84983
H -6.14975 -3.48134 -2.05763
H 2.99588 -6.15448 -2.69230
H 0.69361 6.76141 -1.41690
H -1.33688 -0.59338 2.53049
H 4.74387 1.98284 0.89254
H 5.04288 0.21567 -5.65367
H -7.51865 3.71312 2.90621
H 5.32814 1.92090 6.82377
H 4.19536 -5.66275 2.08795
H 8.22877 -0.92010 5.72828
H 0.01586 -2.39779 5.60218
H -4.12364 1.66803 -3.62766
H -6.13512 0.32141 -8.33359
H -0.25134 5.97688 -6.94347
H -0.29799 -1.71918 10.54727
H -2.56813 5.13689 6.29083
H -3.90474 2.31341 2.01704
H 4.64338 -2.96042 3.67025
H -3.64517 -4.23858 -2.19119
H 0.60932 -0.18098 8.83764
H -7.71070 -1.65476 -3.88024
H 0.79029 -4.85597 -1.80901
H -2.08797 0.66024 6.32765
H 1.03026 5.03350 -1.56416
H -3.48092 -5.20383 -5.99633
H -2.00883 -1.52864 9.93467
H 1.07407 -2.39404 7.08948
H -3.98474 -0.85460 5.83256
H -7.55339 -3.70788 -2.96340
H -0.07620 0.53242 -6.92432
H -1.75945 4.16238 7.40185
H -3.49441 0.65041 2.11477
H -6.22806 -4.77687 -3.30810
H 1.29886 -0.49429 -7.04636
H -1.28393 3.07607 0.15480
H 2.05848 1.91662 5.27414
H 1.01980 2.54055 4.04561
H -0.25266 5.74103 -0.42239
H -3.17187 4.05300 -5.29802
H 2.75694 4.98699 3.65204
H -7.82442 1.28782 -1.18982
H 8.04920 -2.10427 3.36440
H -3.19362 -3.14125 7.93128
H -6.58450 -0.82042 -4.90087
H 1.49366 -1.02016 2.47403
H 4.05579 4.11121 5.76453
H 6.95883 -0.67059 7.64750
H -1.34577 5.68044 3.90003
H -1.87982 -0.56966 0.92188
H -1.21204 0.40880 4.94860
H 2.00083 -4.41786 2.55932
H -4.40438 -4.01765 2.66651
H 4.35406 2.58371 -0.78653
H -2.01424 -0.13312 -1.53255
H -0.83738 -2.10631 4.11234
H 3.01764 4.98576 6.81577
H 2.28920 -1.40092 0.12265
H -1.32153 2.43337 5.42069
H 5.88778 4.50643 -5.37883
H 1.28184 -6.64697 3.41030
H 7.06852 -2.25616 -0.91922
H 0.24917 -3.72905 7.75943
H -4.64687 0.46459 -4.72975
H 7.02599 1.64974 6.47221
H 0.22241 -0.03561 -8.57753
H -7.28975 2.91157 -1.90379
H -2.75593 0.76639 -9.44952
H 1.25650 -2.72871 8.82756
H -7.53048 4.01875 0.42436
H -5.72611 -4.77143 -6.95940
H -3.53763 -2.60989 5.13917
H 5.23745 -0.22188 8.10031
H 4.00397 0.43299 4.80865
H -1.76058 -3.07596 -3.46173
H -5.84723 -0.60228 3.66966
H -5.31028 4.00792 -1.16843
H 3.19343 1.54400 0.16247
H -0.93528 -1.49498 -1.01181
H -1.27990 -3.43430 5.15838
H 0.74390 -0.33156 6.34933
H -6.83816 -0.69051 2.12771
H 0.77409 4.57219 -7.20933
H 6.23419 -1.27177 -2.08429
H -3.48014 2.90787 -8.72670
H 4.56055 -1.21436 3.20750
H -0.36326 -6.73999 0.81143
H -2.73167 -5.30522 -3.32988
H -0.79665 -1.81506 1.46116
H -5.25355 1.94261 -4.86442
H 4.07004 -7.93546 1.23824
H 4.27925 4.09968 -5.74396
H 5.18885 -5.37800 -0.28049
H 0.45101 2.30332 1.44562
H 5.66454 -1.76081 7.39374
H -4.41846 -5.53038 -3.29637
H -7.58741 1.40606 3.03573
H 4.23228 4.98520 -3.44071
H 4.71719 -6.52031 -2.11161
H 5.58119 -0.50438 -4.07297
H 3.55413 0.18715 6.44589
H -6.30315 -0.91290 -3.16296
H -5.13237 7.00093 -2.42317
H -4.27504 5.43486 -2.47174
H 3.71415 1.53871 -3.09984
H 0.54612 0.23060 3.36814
H 2.24340 6.10680 4.78434
H -0.59448 1.98550 -2.20030
H 1.93507 0.61111 2.36763
H -0.74065 2.90067 3.90611
H -4.37510 2.49758 -0.81173
H -0.40130 -5.57045 2.14348
H -0.21122 6.59370 5.00159
H -2.30496 3.51755 4.55286
H 6.87671 -3.88707 4.59886
H 8.08217 -0.11237 -3.50773
H 4.06282 -2.32341 6.08800
H -1.25636 -3.12546 9.93220
H -1.13219 0.18441 8.76758
H -3.52716 7.00611 -2.97357
H 5.88845 -3.42669 5.98227
H -5.29661 2.68766 -8.72013
H 2.77136 2.64558 3.81264
H 7.19400 1.11623 -6.75481
H 7.81818 2.60738 -6.05610
H 5.25119 -7.83111 -0.02247
H -7.41392 -3.74787 -5.37688
H 0.53303 4.41032 2.93943
H 2.79539 -7.36597 2.64876
H -5.29179 -0.58625 -7.05589
H 6.62578 -0.62643 -5.55477
H 0.88351 3.41111 7.85938
H 4.78294 3.93463 -2.10655
H -2.70222 -4.31530 2.10788
H -3.52378 -0.68758 -8.88546
H 5.97003 1.93500 5.10539
H 3.57901 1.74454 -4.90323
H -1.95252 1.47513 -0.19064
H -0.92550 -0.86658 -2.59095
H -2.17652 -2.22875 -4.89274
H -1.78751 0.61390 -4.45779
H 7.58345 -2.88503 5.89884
H -3.13152 -2.82408 2.80476
```

Calculated values
Gap between HOMO and LUMO: 0.3130 Ha
Highest occupied orbital energy: -8.28 eV
Electronic energy: -5420.3812 Ha
Total charge: 0